Model P:
Formula: C4H14NO
Source: the Open Molecules 2025 dataset
Level of theory: ωB97M-V/def2-TZVPD

The value obtained for the molar mass is 92.162 g/mol. The LUMO energy comes out at -0.10979 Eh. The frontier orbital gap comes out at 12.8395 eV.

Geometry as ORCA input:
```
! RIJCOSX wB97M-V def2-TZVPD def2/J DEFGRID3
* xyz 1 1
C 1.53 -1.17 -0.61
C 0.03 -0.99 -0.64
N -0.34 0.46 -0.33
C -1.37 1.02 -1.22
C -0.83 -1.90 0.21
H 1.93 -0.77 0.33
H 1.80 -2.23 -0.61
H 1.94 -0.65 -1.46
H -0.29 -1.11 -1.67
H 0.47 1.09 -0.29
H -0.64 0.54 0.65
H -1.21 0.83 -2.27
H -1.50 2.09 -1.08
H -2.34 0.60 -1.02
H -0.55 -1.78 1.26
H -1.90 -1.72 0.08
H -0.60 -2.93 -0.08
H 1.41 2.78 2.27
H 0.22 2.02 2.75
O 0.85 2.03 2.02
*
```



Model Q:
Formula: C4H14NO
Source: the Open Molecules 2025 dataset
Level of theory: ωB97M-V/def2-TZVPD

The value obtained for the molar mass is 92.162 g/mol. The LUMO energy comes out at -0.12158 Eh. The frontier orbital gap comes out at 11.9908 eV.

Geometry as ORCA input:
```
! RIJCOSX wB97M-V def2-TZVPD def2/J DEFGRID3
* xyz 1 1
C -0.87 1.23 1.10
C -0.11 0.22 0.31
C 0.82 0.97 -0.67
C 0.86 0.29 -2.01
N 0.81 -0.69 1.15
H -1.38 2.01 0.51
H -0.25 1.84 1.80
H -1.74 0.81 1.62
H -0.76 -0.53 -0.20
H 0.49 1.99 -0.84
H 1.82 1.13 -0.21
H 1.22 0.91 -2.82
H 1.61 -0.52 -1.94
H -0.08 -0.07 -2.38
H 1.71 -0.22 1.31
H 0.39 -0.90 2.06
H 1.04 -1.57 0.69
H -1.65 -3.04 0.33
H -2.43 -1.77 0.05
O -1.52 -2.09 0.15
*
```



model P wins, 11.7 kcal/mol ahead of the next structure.



Model P:
Formula: C21H64N6O11
Source: the Open Molecules 2025 dataset
Level of theory: ωB97M-V/def2-TZVPD

The value obtained for the molar mass is 576.774 g/mol. The LUMO energy comes out at -0.00643 Eh. The SMILES is NC(N)=O.NC(N)=O.NC(N)=O.CC(C)O.CC(C)O.CC(C)O.CC(C)O.CC(C)O.CO.CO.CO. The frontier orbital gap comes out at 8.8042 eV.

Geometry as ORCA input:
```
! RIJCOSX wB97M-V def2-TZVPD def2/J DEFGRID3
* xyz 0 1
N -1.41 -2.30 -4.88
C -1.81 -1.23 -4.20
N -3.06 -0.88 -4.30
O -0.84 -0.53 -3.41
H -0.50 -2.70 -4.76
H -2.04 -2.89 -5.50
H -3.45 -0.20 -3.58
H -3.72 -1.33 -5.01
N -1.58 -1.14 -0.84
C -1.12 -0.43 0.09
N -0.87 0.74 -0.25
O -0.84 -1.10 1.25
H -1.56 -2.19 -0.66
H -1.23 -0.82 -1.78
H -0.46 1.34 0.52
H -1.35 1.26 -1.10
N -3.52 0.49 -1.89
C -3.18 1.77 -2.05
N -1.89 1.93 -2.28
O -4.06 2.87 -1.97
H -4.41 0.29 -1.52
H -2.83 -0.27 -1.58
H -1.31 1.12 -2.62
H -1.64 2.87 -2.72
C 0.95 -0.68 4.50
C 2.36 -1.15 4.68
C 2.51 -2.50 5.42
O 2.99 -1.22 3.63
H 0.33 -0.86 5.34
H 0.55 -1.36 3.73
H 0.84 0.30 4.10
H 2.83 -0.45 5.35
H 3.57 -2.66 5.69
H 2.09 -3.40 4.93
H 2.01 -2.35 6.37
H 2.91 -0.49 3.03
C -1.63 -6.04 -1.25
C -1.54 -4.58 -1.71
C -2.94 -4.09 -2.24
O -1.14 -3.82 -0.81
H -2.51 -6.63 -1.73
H -1.66 -6.26 -0.19
H -0.73 -6.52 -1.56
H -0.81 -4.49 -2.46
H -3.62 -3.92 -1.45
H -3.32 -4.79 -2.93
H -3.03 -3.09 -2.68
H -0.20 -4.10 -0.77
C -1.65 4.77 -0.30
C -1.85 6.23 0.14
C -2.86 6.27 1.26
O -0.82 6.77 0.64
H -1.17 4.18 0.44
H -1.09 4.64 -1.24
H -2.59 4.23 -0.46
H -2.12 6.87 -0.68
H -3.79 5.72 1.03
H -3.30 7.22 1.54
H -2.36 5.81 2.16
H -0.28 7.23 -0.05
C 1.37 3.13 -1.68
C 2.53 3.91 -1.31
C 2.04 5.39 -1.21
O 3.17 3.61 -0.24
H 1.65 2.06 -1.63
H 1.01 3.52 -2.64
H 0.59 3.39 -0.94
H 3.23 3.86 -2.10
H 2.93 6.06 -0.90
H 1.27 5.57 -0.50
H 1.57 5.67 -2.08
H 2.55 3.49 0.51
C 0.76 -4.86 1.48
C 1.74 -3.72 1.47
C 3.20 -4.16 1.34
O 1.47 -2.88 0.56
H 0.72 -5.38 0.58
H -0.19 -4.60 1.77
H 1.12 -5.49 2.25
H 1.63 -3.06 2.40
H 3.28 -4.73 0.43
H 3.49 -5.03 1.97
H 3.97 -3.40 1.48
H 0.78 -2.25 0.90
C 2.54 0.48 1.05
O 2.86 1.09 2.28
H 1.53 0.13 0.96
H 3.29 -0.23 0.70
H 2.57 1.23 0.26
H 3.76 1.20 2.12
C -0.63 2.21 2.67
O 0.43 2.39 1.75
H -1.06 1.22 2.52
H -1.52 2.95 2.49
H -0.32 2.26 3.74
H 1.26 1.89 2.00
C 1.62 -1.19 -2.09
O 2.80 -1.86 -1.58
H 0.76 -1.89 -1.89
H 1.81 -1.09 -3.11
H 1.53 -0.27 -1.56
H 2.68 -2.05 -0.66
*
```



Model Q:
Formula: C21H64N6O11
Source: the Open Molecules 2025 dataset
Level of theory: ωB97M-V/def2-TZVPD

The value obtained for the molar mass is 576.774 g/mol. The LUMO energy comes out at -0.00461 Eh. The SMILES is NC(N)=O.NC(N)=O.NC(N)=O.CC(C)O.CC(C)O.CC(C)O.CC(C)O.CC(C)O.CO.CO.CO. The frontier orbital gap comes out at 8.1028 eV.

Geometry as ORCA input:
```
! RIJCOSX wB97M-V def2-TZVPD def2/J DEFGRID3
* xyz 0 1
N -3.63 0.95 -0.40
C -4.53 0.26 0.23
N -4.33 0.18 1.47
O -5.52 -0.37 -0.52
H -3.75 0.87 -1.44
H -2.85 1.43 0.10
H -4.81 -0.62 1.97
H -3.77 0.82 2.07
N 0.75 3.29 -0.55
C 0.05 3.34 0.50
N -1.18 3.19 0.22
O 0.48 3.41 1.74
H 1.69 3.60 -0.48
H 0.30 3.20 -1.44
H -1.82 3.46 0.99
H -1.41 2.96 -0.73
N -2.97 -3.35 -0.45
C -2.06 -4.07 -0.96
N -1.01 -3.35 -1.07
O -2.10 -5.35 -1.16
H -3.93 -3.79 -0.44
H -2.85 -2.38 0.01
H -0.18 -3.82 -1.37
H -1.03 -2.44 -0.53
C 5.48 -1.73 -0.73
C 4.64 -0.61 -0.23
C 3.30 -1.24 0.28
O 5.09 0.01 0.74
H 5.05 -2.07 -1.69
H 5.65 -2.50 0.02
H 6.41 -1.25 -1.01
H 4.52 0.21 -0.98
H 2.72 -1.81 -0.47
H 2.54 -0.66 0.72
H 3.60 -2.01 1.10
H 4.47 0.66 1.08
C -2.65 1.03 4.95
C -1.59 1.69 4.11
C -0.29 1.02 4.22
O -1.92 1.72 2.88
H -2.59 1.32 6.05
H -2.76 -0.10 4.94
H -3.64 1.42 4.65
H -1.45 2.74 4.46
H 0.43 1.37 3.43
H -0.41 -0.11 4.15
H 0.33 1.25 5.10
H -1.31 2.24 2.38
C -0.02 -1.96 1.62
C -0.79 -0.74 1.06
C 0.12 0.12 0.26
O -1.79 -1.10 0.37
H -0.45 -2.51 2.43
H 0.91 -1.75 2.11
H 0.19 -2.70 0.86
H -0.99 -0.17 1.95
H 0.51 -0.34 -0.54
H 0.83 0.61 0.85
H -0.43 0.83 -0.29
H -2.30 -0.29 0.21
C 2.34 0.47 -2.97
C 2.34 -0.98 -3.49
C 1.10 -1.83 -3.06
O 2.49 -1.13 -4.68
H 1.96 0.47 -2.03
H 1.82 1.15 -3.48
H 3.40 0.75 -2.88
H 3.15 -1.42 -2.91
H 0.31 -1.13 -2.96
H 1.08 -2.33 -2.05
H 0.82 -2.54 -3.78
H 1.82 -0.59 -5.14
C 0.29 3.80 -3.92
C -1.07 3.60 -3.21
C -2.25 3.62 -4.20
O -1.17 2.60 -2.55
H 0.23 4.44 -4.83
H 0.97 2.95 -4.08
H 0.85 4.45 -3.25
H -1.23 4.46 -2.56
H -2.24 4.51 -4.81
H -3.31 3.45 -3.85
H -1.93 2.77 -4.78
H -1.46 1.85 -3.07
C 3.10 2.57 3.11
O 3.07 1.99 1.84
H 2.22 2.94 3.61
H 3.63 3.50 2.99
H 3.67 1.97 3.88
H 2.93 2.68 1.19
C 2.26 -4.86 -1.02
O 1.34 -4.75 -2.08
H 2.75 -3.94 -1.01
H 2.92 -5.70 -1.13
H 1.77 -4.83 -0.09
H 1.84 -4.72 -2.93
C -3.49 -2.25 3.04
O -4.84 -2.09 2.90
H -3.25 -2.62 4.02
H -2.85 -1.45 2.77
H -3.27 -3.11 2.42
H -5.08 -2.73 2.26
*
```



model P wins, 33.1 kcal/mol ahead of the next structure.



Model P:
Formula: CH6N2O
Source: the Open Molecules 2025 dataset
Level of theory: ωB97M-V/def2-TZVPD

The value obtained for the molar mass is 62.072 g/mol. The LUMO energy comes out at 0.04162 Eh. The SMILES is [H]/N=C/N.O. The frontier orbital gap comes out at 10.4385 eV.

Geometry as ORCA input:
```
! RIJCOSX wB97M-V def2-TZVPD def2/J DEFGRID3
* xyz 0 1
H -0.85 1.22 -1.17
N -0.37 0.84 -0.37
C -1.16 0.49 0.55
N -0.71 0.20 1.86
H -2.25 0.40 0.82
H 0.27 0.00 1.52
H -1.13 -0.31 2.61
O 1.79 -1.00 -1.76
H 1.91 -1.41 -2.62
H 2.50 -0.43 -1.44
*
```



Model Q:
Formula: CH6N2O
Source: the Open Molecules 2025 dataset
Level of theory: ωB97M-V/def2-TZVPD

The value obtained for the molar mass is 62.072 g/mol. The LUMO energy comes out at 0.03321 Eh. The SMILES is NC=O.N. The frontier orbital gap comes out at 10.8253 eV.

Geometry as ORCA input:
```
! RIJCOSX wB97M-V def2-TZVPD def2/J DEFGRID3
* xyz 0 1
N -2.15 -0.67 0.15
C -0.79 -0.29 0.40
O 0.14 -0.85 -0.10
H -2.56 -1.05 1.00
H -2.68 0.19 -0.01
H -0.64 0.56 1.09
N 2.30 1.45 -0.40
H 1.89 0.53 -0.51
H 2.57 1.74 -1.34
H 3.16 1.31 0.12
*
```



Model R:
Formula: CH6N2O
Source: the Open Molecules 2025 dataset
Level of theory: ωB97M-V/def2-TZVPD

The value obtained for the molar mass is 62.072 g/mol. The LUMO energy comes out at 0.02646 Eh. The SMILES is [H]/N=C/N.O. The frontier orbital gap comes out at 9.7963 eV.

Geometry as ORCA input:
```
! RIJCOSX wB97M-V def2-TZVPD def2/J DEFGRID3
* xyz 0 1
H 2.45 -1.21 1.30
N 1.65 -1.59 0.74
C 1.16 -0.66 0.00
N 0.28 -0.73 -1.09
H 1.44 0.36 0.32
H -0.21 0.13 -1.17
H 0.15 -1.56 -1.73
O -2.27 1.84 0.19
H -2.86 1.15 0.54
H -1.78 2.27 0.89
*
```



model Q wins, 7.3 kcal/mol ahead of the next structure.



Model P:
Formula: C2H3O4
Source: the Open Molecules 2025 dataset
Level of theory: ωB97M-V/def2-TZVPD

The value obtained for the molar mass is 91.042 g/mol. The LUMO energy (alpha / beta) comes out at 0.15351 / 0.15352 Eh. The frontier orbital gap (alpha / beta) comes out at 6.4518 / 6.4515 eV.

Geometry as ORCA input:
```
! RIJCOSX wB97M-V def2-TZVPD def2/J DEFGRID3
* xyz -1 1
C -2.90 0.15 0.12
C -0.25 0.14 0.05
O -3.49 1.06 0.63
O -2.91 -0.93 -0.39
O 0.52 0.91 -0.84
O -0.20 -1.29 -0.22
H 0.38 0.31 1.10
H 1.51 0.77 -0.64
H -1.08 -1.57 -0.50
*
```



Model Q:
Formula: C2H3O4
Source: the Open Molecules 2025 dataset
Level of theory: ωB97M-V/def2-TZVPD

The value obtained for the molar mass is 91.042 g/mol. The LUMO energy comes out at 0.15903 Eh. The frontier orbital gap comes out at 9.5104 eV.

Geometry as ORCA input:
```
! RIJCOSX wB97M-V def2-TZVPD def2/J DEFGRID3
* xyz -1 1
O -0.28 1.13 -1.18
C -0.96 0.12 -1.54
O -1.06 -0.97 -0.97
H -1.53 0.26 -2.49
O 1.04 -0.82 2.63
C 0.92 -0.41 1.50
O 0.58 0.82 1.20
H 1.08 -1.03 0.61
H 0.20 0.90 0.24
*
```



model Q wins, 82.5 kcal/mol ahead of the next structure.



Model P:
Formula: CH3NOP2S
Source: the Open Molecules 2025 dataset
Level of theory: ωB97M-V/def2-TZVPD

The value obtained for the molar mass is 139.056 g/mol. The LUMO energy (alpha / beta) comes out at -0.02661 / -0.02667 Eh. The frontier orbital gap (alpha / beta) comes out at 7.8071 / 7.8100 eV.

Geometry as ORCA input:
```
! RIJCOSX wB97M-V def2-TZVPD def2/J DEFGRID3
* xyz 0 1
C 0.33 -0.24 -1.25
N 0.92 0.83 -0.99
O 0.29 -0.79 1.38
P -0.06 -1.65 -0.07
P 0.16 0.71 2.02
S 1.34 1.61 0.43
H 0.34 -0.32 -2.37
H -1.54 -1.46 -0.06
H -1.77 1.31 0.91
*
```



Model Q:
Formula: CH3NOP2S
Source: the Open Molecules 2025 dataset
Level of theory: ωB97M-V/def2-TZVPD

The value obtained for the molar mass is 139.056 g/mol. The LUMO energy comes out at -0.07395 Eh. The frontier orbital gap comes out at 6.9388 eV.

Geometry as ORCA input:
```
! RIJCOSX wB97M-V def2-TZVPD def2/J DEFGRID3
* xyz 0 1
C 1.27 -0.40 1.57
N 0.06 -0.11 1.45
O -1.79 1.16 0.28
P -1.33 -0.20 0.59
P -0.73 0.27 -3.12
S -0.14 -1.03 -1.79
H 1.73 -0.43 2.55
H 1.92 -0.60 0.71
H -0.99 1.35 -2.24
*
```



model Q wins, 50.5 kcal/mol ahead of the next structure.



Model P:
Formula: C5H13N3O2
Source: the Open Molecules 2025 dataset
Level of theory: ωB97M-V/def2-TZVPD

The value obtained for the molar mass is 147.178 g/mol. The LUMO energy comes out at 0.02961 Eh. The frontier orbital gap comes out at 8.8026 eV.

Geometry as ORCA input:
```
! RIJCOSX wB97M-V def2-TZVPD def2/J DEFGRID3
* xyz 0 1
C 1.64 1.58 0.84
C -2.58 -0.64 0.09
C -0.29 1.17 -1.77
C -1.54 -1.53 -0.52
C 0.35 -0.16 -1.48
N 2.89 0.88 2.87
N -0.24 -0.91 -0.34
N 0.55 -1.37 0.57
O 1.74 -1.09 0.60
O 2.68 1.32 1.34
H 0.67 1.61 1.45
H -3.33 -0.17 -0.59
H -3.24 -1.14 0.82
H -2.16 0.34 0.51
H 0.13 2.03 -1.23
H -0.36 1.26 -2.83
H -1.41 1.18 -1.40
H -1.58 -2.52 0.02
H -1.82 -1.54 -1.65
H 0.36 -0.78 -2.37
H 1.39 -0.06 -1.08
H 3.87 0.42 3.03
H 2.30 0.12 3.12
*
```



Model Q:
Formula: C5H13N3O2
Source: the Open Molecules 2025 dataset
Level of theory: ωB97M-V/def2-TZVPD

The value obtained for the molar mass is 147.178 g/mol. The LUMO energy comes out at 0.01107 Eh. The SMILES is NCCCCNC(=O)ON. The frontier orbital gap comes out at 9.9407 eV.

Geometry as ORCA input:
```
! RIJCOSX wB97M-V def2-TZVPD def2/J DEFGRID3
* xyz 0 1
N -2.37 0.99 2.35
C -1.03 0.78 1.62
C -0.42 -0.73 1.86
C -0.36 -1.67 0.52
C 0.34 -0.98 -0.79
N 1.84 -0.74 -0.65
C 2.19 0.22 -1.82
O 2.88 -0.31 -2.86
O 1.83 1.64 -1.85
N 0.82 1.87 -2.75
H -2.30 1.84 2.97
H -3.09 1.22 1.61
H -0.28 1.55 2.15
H -1.15 1.10 0.51
H 0.60 -0.62 2.44
H -1.16 -1.27 2.62
H -1.47 -2.00 0.27
H 0.24 -2.65 0.80
H -0.16 0.03 -1.11
H 0.17 -1.74 -1.70
H 2.38 -1.60 -0.88
H -0.01 2.13 -2.14
H 0.52 0.95 -3.17
*
```



model Q wins, 63.0 kcal/mol ahead of the next structure.